*a*
Density functional theory data (ωB97M-V/def2-TZVPD) for a cluster of 2 separate species, C3H3IN2S in total.

## Properties
- HOMO-LUMO gap (eV) = 7.7
- HOMO energy (eV) = -7.990
- structure (SMILES) = [S-][N+]#CI.CC#N

Each atom is followed by the atoms it is bonded to, with distances in Å.
Cartesian coordinates (Å):
1 C 0.76674 -0.79988 -0.47804  C3 1.475, N4 1.166
2 C -0.72201 2.16251 1.64501  N5 1.185, I7 1.975
3 C 0.52825 -1.45217 -1.77979  C1 1.475, H8 1.174, H9 1.106, H10 1.072
4 N 0.72907 -0.39839 0.61570  C1 1.166
5 N -1.19042 1.68565 2.62358  C2 1.185, S6 1.550
6 S -2.14788 0.92246 3.57449  N5 1.550
7 I 0.52425 2.84546 0.27280  C2 1.975
8 H 0.73044 -2.60826 -1.76227  C3 1.174
9 H -0.46749 -1.26650 -2.22475  C3 1.106
10 H 1.24906 -1.09087 -2.48673  C3 1.072

---

*b*
Density functional theory data (ωB97M-V/def2-TZVPD) for an isolated molecule of C3H3IN2S.

## Properties
- HOMO-LUMO gap (eV) = 8.2
- HOMO energy (eV) = -7.907
- structure (SMILES) = S=c1[nH][nH]cc1I

Each atom is followed by the atoms it is bonded to, with distances in Å.
Cartesian coordinates (Å):
1 C -0.87203 -0.61789 0.49932  C2 1.338, N4 1.353, H8 1.105
2 C 0.17205 -1.04954 -0.21754  C1 1.338, C3 1.551, I7 2.104
3 C 0.84885 0.24763 -0.73168  C2 1.551, N5 1.329, S6 1.644
4 N -0.89630 0.73220 0.57807  C1 1.353, N5 1.427, H9 0.997
5 N 0.17488 1.26260 -0.20109  C3 1.329, N4 1.427, H10 1.004
6 S 2.16315 0.31313 -1.71729  C3 1.644
7 I 0.83107 -3.04005 -0.39401  C2 2.104
8 H -1.70736 -1.08098 1.05439  C1 1.105
9 H -1.51471 1.19413 1.20864  N4 0.997
10 H 0.80039 2.03878 -0.07880  N5 1.004

---

Name the most stable of them. *b*.

---

*a*
Density functional theory data (ωB97M-V/def2-TZVPD) for a cluster of 3 separate species, C6H9NO2S in total.

## Properties
- HOMO-LUMO gap (eV) = 9.1
- HOMO energy (eV) = -9.421

Each atom is followed by the atoms it is bonded to, with distances in Å.
Cartesian coordinates (Å):
1 C -1.41426 -0.39687 1.03335  C2 1.223, H19 1.109
2 C -0.97665 -1.04618 0.09440  C1 1.223, C6 1.439
3 C 2.10976 0.51350 1.12938  C4 1.554, C5 1.480, H11 1.043, H12 1.080
4 C 3.24765 0.47233 0.07118  C3 1.554, C5 1.430, H13 1.045, H14 1.069
5 C 2.31892 -0.60858 0.18721  C3 1.480, C4 1.430, O9 1.157
6 C -0.77728 -1.79383 -1.11904  C2 1.439, H15 1.150, H16 1.080, H17 1.017
7 N -3.34009 1.55690 -1.39736  S10 1.521, H18 1.028
8 O -3.77888 1.98327 1.07304  S10 1.456
9 O 1.91175 -1.58652 -0.27913  C5 1.157
10 S -3.71623 1.02663 -0.02247  N7 1.521, O8 1.456
11 H 2.40474 0.57156 2.12860  C3 1.043
12 H 1.20938 1.03321 0.83653  C3 1.080
13 H 3.39557 1.05680 -0.78225  C4 1.045
14 H 4.16250 0.32385 0.60441  C4 1.069
15 H 0.34237 -1.91045 -1.35621  C6 1.150
16 H -1.21161 -1.18471 -1.89812  C6 1.080
17 H -1.27806 -2.65612 -0.91916  C6 1.017
18 H -2.93486 2.50092 -1.34963  N7 1.028
19 H -1.67471 0.14429 1.96527  C1 1.109

---

*b*
Density functional theory data (ωB97M-V/def2-TZVPD) for an isolated molecule of C6H9NO2S.

## Properties
- HOMO-LUMO gap (eV) = 9.9
- HOMO energy (eV) = -9.254
- structure (SMILES) = O=C(O)[C@H]1CN2CCS[C@H]12

Each atom is followed by the atoms it is bonded to, with distances in Å.
Cartesian coordinates (Å):
1 C -2.45789 0.32223 0.81355  C5 1.486, O8 1.426, O9 1.205
2 C 1.67126 0.04958 -0.82894  C4 1.514, N7 1.424, H11 1.137, H12 1.087
3 C -0.79286 0.07349 -1.08336  C5 1.471, N7 1.494, H13 1.213, H14 1.056
4 C 2.48008 -0.54340 0.30534  C2 1.514, S10 1.867, H15 1.143, H16 1.054
5 C -1.39938 -0.47369 0.13955  C1 1.486, C3 1.471, C6 1.558, H17 1.171
6 C -0.05158 -0.16672 0.85909  C5 1.558, N7 1.505, S10 1.875, H18 1.144
7 N 0.42460 0.56089 -0.36867  C2 1.424, C3 1.494, C6 1.505
8 O -2.23166 1.73057 0.82300  C1 1.426, H19 1.025
9 O -3.48968 -0.14022 1.22953  C1 1.205
10 S 1.20285 -1.49597 1.27757  C4 1.867, C6 1.875
11 H 2.08389 0.93941 -1.40403  C2 1.137
12 H 1.62364 -0.69662 -1.61759  C2 1.087
13 H -0.71050 -0.75642 -1.96449  C3 1.213
14 H -1.34374 0.87687 -1.49074  C3 1.056
15 H 3.30433 -1.27500 0.00125  C4 1.143
16 H 2.82099 0.24447 0.91681  C4 1.054
17 H -1.72018 -1.59722 0.21957  C5 1.171
18 H -0.12480 0.55139 1.74716  C6 1.144
19 H -1.28936 1.79633 0.42538  O8 1.025

---

*c*
Density functional theory data (ωB97M-V/def2-TZVPD) for an isolated molecule of C6H9NO2S.

## Properties
- HOMO-LUMO gap (eV) = 7.7
- HOMO energy (eV) = -7.432

Each atom is followed by the atoms it is bonded to, with distances in Å.
Cartesian coordinates (Å):
1 C -0.48450 0.52657 -0.08666  C3 1.334, S10 1.659
2 C 1.86622 0.87416 -0.69028  N7 1.293, O8 1.141
3 C -1.20979 -0.45647 -0.62167  C1 1.334, C5 1.525, C6 1.493
4 C 1.55582 1.36939 1.68179  N7 1.493, O9 1.345, S10 1.983, H11 1.102
5 C -2.59274 -0.80086 -0.07960  C3 1.525, H12 1.114, H13 1.162, H14 1.144
6 C -0.69044 -1.33085 -1.71435  C3 1.493, H15 1.105, H16 1.135, H17 1.125
7 N 2.35533 1.31623 0.42145  C2 1.293, C4 1.493, H18 1.034
8 O 2.23151 0.49413 -1.70208  C2 1.141
9 O 1.72656 0.23909 2.39104  C4 1.345, H19 0.991
10 S -0.34579 1.60210 1.16904  C1 1.659, C4 1.983
11 H 1.64449 2.28506 2.28852  C4 1.102
12 H -2.57064 -0.51082 0.99530  C5 1.114
13 H -3.37943 -0.17735 -0.66506  C5 1.162
14 H -2.88522 -1.90311 -0.17440  C5 1.144
15 H -0.65272 -0.93440 -2.74505  C6 1.105
16 H 0.36559 -1.68372 -1.49389  C6 1.135
17 H -1.31608 -2.26501 -1.69335  C6 1.125
18 H 3.18377 1.87831 0.67986  N7 1.034
19 H 1.19805 -0.52245 2.03939  O9 0.991

---

*d*
Density functional theory data (ωB97M-V/def2-TZVPD) for an isolated molecule of C6H9NO2S.

## Properties
- HOMO-LUMO gap (eV) = 8.6
- HOMO energy (eV) = -9.291

Each atom is followed by the atoms it is bonded to, with distances in Å.
Cartesian coordinates (Å):
1 C -2.13080 -0.43632 -1.75516  C2 1.335, N7 1.391, H11 1.078
2 C -2.22781 0.88660 -1.90427  C1 1.335, S10 1.805, H12 1.072
3 C -0.92241 0.04492 0.02859  C6 1.537, N7 1.263, S10 1.855
4 C 2.42650 0.02938 0.30487  C5 1.523, H13 1.088, H14 1.087, H15 1.087
5 C 1.27909 -0.87171 0.74198  C4 1.523, C6 1.552, H16 1.093, H17 1.092
6 C 0.04992 -0.05141 1.21507  C3 1.537, C5 1.552, O9 1.436, H18 1.098
7 N -1.39060 -0.89667 -0.67053  C1 1.391, C3 1.263
8 O -0.34513 2.54317 -0.86995  S10 1.465
9 O -0.37892 -0.50510 2.50843  C6 1.436, H19 0.964
10 S -1.50166 1.73065 -0.48405  C2 1.805, C3 1.855, O8 1.465
11 H -2.53714 -1.18873 -2.41196  C1 1.078
12 H -2.76003 1.42405 -2.66369  C2 1.072
13 H 2.76895 0.63034 1.14422  C4 1.088
14 H 3.26113 -0.56911 -0.05189  C4 1.087
15 H 2.11298 0.69871 -0.49207  C4 1.087
16 H 1.60964 -1.48661 1.58300  C5 1.093
17 H 0.99050 -1.54121 -0.07039  C5 1.092
18 H 0.36545 0.98042 1.41735  C6 1.098
19 H -0.66965 -1.42136 2.43044  O9 0.964

---

Name the most stable of them. *b*.

---

*a*
Density functional theory data (ωB97M-V/def2-TZVPD) for an isolated molecule of C3H3N3O2.

## Properties
- HOMO-LUMO gap (eV) = 6.9
- HOMO energy (eV) = -8.899
- structure (SMILES) = O/N=c1\nncco1

Each atom is followed by the atoms it is bonded to, with distances in Å.
Cartesian coordinates (Å):
1 C -0.75500 0.30056 0.04503  N7 1.375, N8 1.425, O11 1.496
2 C 1.82237 -0.52069 -0.18743  C3 1.376, H5 1.073, N9 1.313
3 C 1.49743 0.81048 -0.06435  C2 1.376, H6 1.233, O11 1.401
4 H -3.61005 -0.30129 -0.13739  O10 0.901
5 H 2.82993 -0.88856 -0.20781  C2 1.073
6 H 2.18616 1.58570 0.60241  C3 1.233
7 N -2.03912 0.70016 -0.24051  C1 1.375, O10 1.487
8 N -0.34189 -1.04310 0.28016  C1 1.425, N9 1.412
9 N 0.93438 -1.48568 -0.12939  C2 1.313, N8 1.412
10 O -2.76342 -0.57580 0.00343  H4 0.901, N7 1.487
11 O 0.23921 1.41820 0.03587  C1 1.496, C3 1.401

---

*b*
Density functional theory data (ωB97M-V/def2-TZVPD) for an isolated molecule of C3H3N3O2.

## Properties
- HOMO-LUMO gap (eV) = 9.5
- HOMO energy (eV) = -10.190
- structure (SMILES) = [H]/N=C\n1oncc1=O

Each atom is followed by the atoms it is bonded to, with distances in Å.
Cartesian coordinates (Å):
1 C 0.13471 1.69236 -0.06131  H5 1.111, N7 1.260, N8 1.632
2 C 0.14269 -1.99426 0.35550  C3 1.491, H6 1.015, N9 1.398
3 C -0.39649 -0.88545 -0.48254  C2 1.491, N8 1.555, O11 1.262
4 H -0.30682 1.73028 -1.84037  N7 0.968
5 H 0.70290 2.14277 0.78058  C1 1.111
6 H 0.20596 -3.00555 0.40878  C2 1.015
7 N -0.02354 2.33153 -1.13595  C1 1.260, H4 0.968
8 N -0.51955 0.30912 0.50573  C1 1.632, C3 1.555, O10 1.431
9 N 0.51052 -1.42066 1.57567  C2 1.398, O10 1.286
10 O 0.31045 -0.15032 1.57680  N8 1.431, N9 1.286
11 O -0.76084 -0.74983 -1.68289  C3 1.262

---

*c*
Density functional theory data (ωB97M-V/def2-TZVPD) for an isolated molecule of C3H3N3O2.

## Properties
- HOMO-LUMO gap (eV) = 8.5
- HOMO energy (eV) = -9.256
- structure (SMILES) = O/N=c1/ccnno1

Each atom is followed by the atoms it is bonded to, with distances in Å.
Cartesian coordinates (Å):
1 C -0.41542 0.51785 -0.13698  C2 1.462, N7 1.277, O11 1.393
2 C -0.85096 -0.05505 1.13609  C1 1.462, C3 1.324, H5 1.220
3 C -0.24529 -1.09299 1.69215  C2 1.324, H6 1.154, N8 1.360
4 H -0.41062 2.57557 -2.12091  O10 0.968
5 H -1.82578 0.28285 1.78724  C2 1.220
6 H -0.59970 -1.42571 2.73929  C3 1.154
7 N -0.84290 1.58712 -0.68878  C1 1.277, O10 1.420
8 N 0.63478 -1.80637 0.93987  C3 1.360, N9 1.244
9 N 1.11987 -1.36546 -0.11694  N8 1.244, O11 1.463
10 O -0.13257 1.67108 -1.91550  H4 0.968, N7 1.420
11 O 0.82306 0.00910 -0.52103  C1 1.393, N9 1.463

---

Name the most stable of them. *b*.